Entry 1:
Formula: C33H47BrF9N5O9S
Source: the Open Molecules 2025 dataset
Level of theory: wB97M-V/def2-TZVPD

Atoms and positions in Å:
H 5.00 -0.12 4.81
N 4.12 -0.43 4.41
C 4.00 0.13 3.28
N 2.85 -0.10 2.49
N 5.01 0.99 2.73
C 5.91 0.24 1.83
C 5.79 0.64 0.38
C 6.74 -0.18 -0.52
C 5.98 -1.05 -1.53
C 6.34 -2.49 -1.44
C 5.49 -3.52 -1.43
S 3.73 -3.30 -1.49
O 3.13 -4.59 -1.29
O 3.28 -2.28 -0.59
C 3.33 -2.87 -3.24
F 4.01 -1.79 -3.66
F 3.76 -3.91 -3.96
C 1.81 -2.71 -3.55
F 1.17 -3.86 -3.30
F 1.76 -2.51 -4.88
C 1.10 -1.50 -2.86
F 0.42 -0.82 -3.81
F 1.98 -0.64 -2.33
C 0.04 -1.89 -1.77
F -0.16 -0.80 -1.01
F -1.11 -2.19 -2.35
F 0.45 -2.87 -0.99
C 6.01 -4.92 -1.32
O 5.55 -5.85 -1.91
C 7.20 -5.04 -0.43
C 7.45 -6.17 0.37
C 6.55 -7.38 0.43
C 5.11 -7.08 0.73
O 4.19 -7.51 0.16
Br 4.79 -5.84 2.22
C 8.60 -6.14 1.16
C 9.47 -5.06 1.18
C 9.23 -3.96 0.37
C 8.09 -3.97 -0.42
C 7.80 -2.82 -1.31
O 8.64 -2.21 -1.90
H 2.93 0.40 1.62
H 2.78 -1.09 2.26
H 4.56 1.74 2.23
H 5.66 -0.82 1.91
H 6.94 0.37 2.17
H 4.75 0.58 0.04
H 6.09 1.69 0.30
H 7.44 0.48 -1.01
H 7.35 -0.78 0.15
H 6.19 -0.67 -2.53
H 4.92 -0.89 -1.36
H 6.58 -7.91 -0.52
H 6.91 -8.04 1.21
H 8.82 -6.99 1.79
H 10.32 -5.10 1.84
H 9.89 -3.11 0.36
C -5.35 1.95 0.54
O -4.69 1.10 -0.38
C -3.35 0.78 -0.03
C -3.21 -0.67 0.39
N -3.86 -0.91 1.67
C -3.99 -2.33 2.02
C -4.83 -3.22 1.11
O -6.22 -2.95 1.12
C -6.63 -1.90 0.27
H -6.27 2.29 0.08
H -5.61 1.42 1.47
H -4.75 2.83 0.79
H -2.97 1.46 0.75
H -2.74 0.94 -0.93
H -2.15 -0.92 0.47
H -3.65 -1.28 -0.41
H -4.78 -0.50 1.67
H -4.44 -2.37 3.02
H -2.99 -2.76 2.11
H -4.73 -4.24 1.50
H -4.45 -3.25 0.08
H -6.02 -1.84 -0.64
H -6.62 -0.93 0.78
H -7.66 -2.10 -0.02
C -5.92 9.38 -0.80
O -6.98 9.18 0.11
C -8.24 8.92 -0.50
C -8.67 7.48 -0.30
N -7.85 6.57 -1.07
C -8.03 5.15 -0.75
C -7.71 4.69 0.67
O -6.34 4.72 1.01
C -5.86 5.99 1.44
H -5.07 9.77 -0.23
H -5.61 8.45 -1.29
H -6.19 10.12 -1.57
H -8.23 9.19 -1.56
H -8.97 9.57 0.00
H -9.71 7.38 -0.62
H -8.62 7.28 0.78
H -6.87 6.80 -0.94
H -7.40 4.58 -1.43
H -9.07 4.88 -0.98
H -8.00 3.63 0.73
H -8.31 5.20 1.43
H -6.62 6.55 1.98
H -5.49 6.58 0.60
H -5.02 5.81 2.11

Computed properties:
Calculated total energy (Ha): -6107.4331
Total charge: 0
Kohn-Sham gap (eV): 6.612

Atomic partial charges in e from the Löwdin method, atoms 1 to 8: number 1, H, carries 0.0492; number 2, N, carries 0.1333; number 3, C, carries -0.5634; number 4, N, carries 0.1179; number 5, N, carries -0.0004; number 6, C, carries -0.2179; number 7, C, carries -0.1850; number 8, C, carries -0.1473



Entry 2:
Formula: C23H27N3O5
Source: the Open Molecules 2025 dataset
Level of theory: wB97M-V/def2-TZVPD

Atoms and positions in Å:
C 1.02 5.22 -0.07
C 1.78 4.26 0.42
C 2.67 3.38 -0.41
N 2.29 1.99 -0.30
C 3.06 1.04 0.26
O 4.18 1.20 0.71
C 2.28 -0.26 0.23
C 2.97 -1.47 -0.40
C 3.18 -2.62 0.56
O 2.69 -3.72 0.43
N 4.00 -2.27 1.57
C 4.37 -3.17 2.64
C 1.99 -1.74 -1.60
C 2.55 -2.63 -2.69
C 0.65 -2.13 -1.01
C 0.10 -1.01 -0.56
C 1.16 0.04 -0.80
O 1.74 -0.40 -2.02
C 0.98 1.55 -0.75
C -0.10 1.90 0.28
O 0.11 1.88 1.47
N -1.29 2.21 -0.27
C -2.49 2.41 0.54
C -3.36 1.18 0.51
C -4.46 1.10 -0.32
C -5.23 -0.05 -0.38
C -4.89 -1.16 0.40
O -5.57 -2.33 0.42
C -6.72 -2.47 -0.39
C -3.78 -1.08 1.23
C -3.02 0.07 1.29
H 0.39 5.83 0.56
H 1.01 5.45 -1.12
H 1.78 4.03 1.48
H 3.70 3.44 -0.05
H 2.64 3.69 -1.46
H 1.88 -0.46 1.23
H 3.93 -1.17 -0.82
H 4.36 -1.33 1.61
H 3.88 -4.13 2.44
H 5.45 -3.32 2.66
H 4.04 -2.79 3.60
H 1.82 -2.73 -3.49
H 3.46 -2.20 -3.09
H 2.76 -3.61 -2.26
H 0.29 -3.14 -0.98
H -0.83 -0.85 -0.04
H 0.76 1.96 -1.74
H -1.43 2.08 -1.26
H -3.03 3.28 0.16
H -2.14 2.61 1.55
H -4.74 1.94 -0.93
H -6.09 -0.08 -1.04
H -6.47 -2.37 -1.45
H -7.09 -3.47 -0.20
H -7.49 -1.74 -0.12
H -3.53 -1.94 1.83
H -2.17 0.13 1.94

Computed properties:
Calculated total energy (Ha): -1433.1214
Total charge: 0
Energy relative to the best compared isomer or geometry (same formula, charge and spin) (kJ/mol): 263.4
Kohn-Sham gap (eV): 9.274

Atomic partial charges in e from the natural (NBO) method, atoms 1 to 8: number 1, C, carries -0.3926; number 2, C, carries -0.1820; number 3, C, carries -0.2597; number 4, N, carries -0.4109; number 5, C, carries 0.7123; number 6, O, carries -0.6365; number 7, C, carries -0.3267; number 8, C, carries -0.3272



Entry 3:
Formula: C30H46BrN3P2Zn
Source: the Open Molecules 2025 dataset
Level of theory: wB97M-V/def2-TZVPD

Atoms and positions in Å:
N 3.86 2.31 -7.87
C 4.45 2.74 -6.74
C 3.94 2.46 -5.46
C 2.75 1.70 -5.31
C 2.19 1.21 -6.54
C 2.76 1.55 -7.77
C 2.23 1.39 -3.96
Zn 0.24 0.63 0.22
P -0.64 -3.38 3.09
C 1.11 0.66 -3.65
C 1.00 -0.17 -2.49
C 0.49 -1.46 -2.70
C 1.05 -2.56 -2.03
C 2.14 -2.34 -1.16
C 2.39 -1.03 -0.71
C 1.68 0.11 -1.22
Br 2.83 -3.77 -0.17
H 2.88 1.77 -3.16
H 0.36 0.56 -4.45
H 4.47 2.86 -4.59
H 1.30 0.58 -6.57
H 5.35 3.35 -6.85
H 2.32 1.21 -8.72
H -0.25 -1.61 -3.48
H 2.15 1.11 -1.14
H 0.70 -3.55 -2.22
H 3.07 -0.84 0.12
P -2.23 0.84 0.27
C 1.08 -4.01 3.08
C 1.12 -5.54 3.27
H 1.61 -3.52 3.91
H 1.52 -3.70 2.11
H 2.15 -5.92 3.24
H 0.71 -5.81 4.26
H 0.56 -6.09 2.51
C -1.12 -3.70 1.35
C -2.31 -4.66 1.26
H -0.23 -4.15 0.89
H -1.34 -2.72 0.89
H -2.59 -4.80 0.21
H -2.03 -5.64 1.67
H -3.20 -4.32 1.80
C -0.59 -1.59 3.51
C -1.13 -1.36 4.92
H -1.19 -1.07 2.75
H 0.47 -1.30 3.42
H -1.60 -0.38 5.02
H -1.85 -2.12 5.21
H -0.34 -1.38 5.68
C -3.47 1.62 1.42
C -4.56 2.54 0.84
H -2.88 2.16 2.18
H -3.96 0.78 1.92
H -4.19 3.54 0.56
H -5.05 2.10 -0.04
H -5.33 2.69 1.61
C -3.19 -0.69 -0.16
C -3.08 -1.23 -1.58
H -4.24 -0.45 0.06
H -2.87 -1.45 0.55
H -3.35 -0.47 -2.33
H -2.08 -1.62 -1.82
H -3.80 -2.05 -1.68
C -2.26 1.89 -1.23
C -1.70 3.29 -0.99
H -3.30 1.89 -1.59
H -1.63 1.36 -1.97
H -1.72 3.84 -1.95
H -2.30 3.87 -0.28
H -0.67 3.29 -0.63
N 2.74 4.70 3.90
C 1.98 3.65 3.55
C 0.61 3.79 3.19
C 0.00 2.74 2.51
N 0.71 1.65 2.06
C 1.88 1.39 2.71
C 2.54 2.35 3.47
H 2.36 5.65 3.82
H 3.72 4.62 4.05
H 0.06 4.72 3.38
H -1.07 2.76 2.26
H 2.30 0.38 2.58
H 3.51 2.12 3.92

Computed properties:
Calculated total energy (Ha): -6370.4570
Total charge: +2
Energy relative to the best compared isomer or geometry (same formula, charge and spin) (kJ/mol): 37.5
Kohn-Sham gap (eV): 4.786

Atomic partial charges in e from the Löwdin method, atoms 1 to 8: number 1, N, carries 0.0770; number 2, C, carries -0.1109; number 3, C, carries -0.0103; number 4, C, carries -0.1912; number 5, C, carries 0.0001; number 6, C, carries -0.1124; number 7, C, carries 0.0250; number 8, Zn, carries 0.7849



Entry 4:
Formula: C2H6OSi
Source: the Open Molecules 2025 dataset
Level of theory: wB97M-V/def2-TZVPD

Atoms and positions in Å:
C 1.88 0.64 -0.10
C -1.37 -0.61 -0.20
O 1.63 -0.84 -0.26
Si 0.36 -0.22 0.46
H 2.69 0.89 0.53
H 1.90 1.12 -1.00
H -1.82 -0.09 0.64
H -1.39 -0.07 -1.17
H -1.56 -1.58 -0.26
H -0.27 0.60 2.45

Computed properties:
Calculated total energy (Ha): -444.4003
Total charge: 0
Energy relative to the best compared isomer or geometry (same formula, charge and spin) (kJ/mol): 395.7
Kohn-Sham gap (eV): 8.935

Atomic partial charges in e from the natural (NBO) method, atoms 1 to 8: number 1, C, carries -0.4981; number 2, C, carries -1.0960; number 3, O, carries -0.8816; number 4, Si, carries 1.6509; number 5, H, carries 0.2022; number 6, H, carries 0.1862; number 7, H, carries 0.2549; number 8, H, carries 0.2520